# 1
Formula: C5H8O3S
Source: the Open Molecules 2025 dataset
Level of theory: wB97M-V/def2-TZVPD

Atoms and positions in Å:
C: -0.5847 -1.1398 0.2862
C: -1.1402 -2.3438 0.2892
C: 0.6323 0.7690 -0.3291
C: 0.9053 1.2194 1.0568
C: 1.7465 0.4220 -1.2617
O: -2.8973 -0.1966 -0.9058
O: -2.2188 0.8168 1.1619
O: -0.6019 1.0596 -0.8337
S: -1.7984 0.1039 -0.0058
H: -2.0967 -2.5884 -0.0704
H: -0.6584 -3.3410 0.5873
H: 1.6686 2.0615 1.0285
H: 1.1119 0.5477 1.7950
H: 0.0304 1.5942 1.5671
H: 2.6091 0.9984 -1.0713
H: 1.3546 0.5929 -2.2563
H: 1.9377 -0.5760 -1.0378

The calculation puts the largest force on an atom at 3.5 eV/A. For the total energy, the calculation gives -819.0428 a.u. The HOMO energy (spin up / spin down) comes out at -9.22 / -9.22 eV.

***

# 2
Formula: C5H8OS
Source: the Open Molecules 2025 dataset
Level of theory: wB97M-V/def2-TZVPD

Atoms and positions in Å:
C: 1.0535 1.0889 0.1503
C: 2.1969 0.3836 0.7631
C: 0.0118 0.1146 -0.2759
C: -0.7007 -0.6016 0.8019
C: -0.8436 0.4069 -1.4888
O: 1.0352 2.2487 -0.2163
S: 1.9875 -0.9910 -0.4807
H: 3.1269 0.8862 0.6732
H: 2.0676 0.1324 1.8257
H: -1.1351 -1.5213 0.4268
H: -1.5028 0.0112 1.0480
H: -0.0425 -0.8614 1.5967
H: -1.5843 -0.4224 -1.5086
H: -0.0360 0.5245 -2.3292
H: -1.5346 1.3581 -1.5694

The calculation puts the largest force on an atom at 2.5 eV/A. For the total energy, the calculation gives -668.6738 a.u. The HOMO energy comes out at -9.10 eV.

***

# 3
Formula: C5H8OS
Source: the Open Molecules 2025 dataset
Level of theory: wB97M-V/def2-TZVPD

Atoms and positions in Å:
C: -0.7174 0.5031 -0.4688
C: -0.2563 -0.2313 0.8180
C: 0.0016 -1.6453 0.2417
C: 0.6840 0.1966 -0.9181
C: 1.1301 0.4612 0.5368
H: -2.2687 2.1546 -0.0313
H: -1.4656 -0.0205 -1.0332
H: -0.8334 -0.0755 1.7101
H: 0.7012 -2.3270 0.7999
H: -0.9549 -2.1351 -0.0474
H: 1.1665 0.6305 -1.7840
H: 2.0420 -0.0329 0.9515
H: 1.1663 1.4944 0.8068
O: 0.7096 -1.2495 -0.9933
S: -1.1051 2.2769 -0.5885

The calculation puts the largest force on an atom at 1.6 eV/A. For the total energy, the calculation gives -668.6742 a.u. The HOMO energy comes out at -9.25 eV.

***

# 4
Formula: C5H8OS
Source: the Open Molecules 2025 dataset
Level of theory: wB97M-V/def2-TZVPD

Atoms and positions in Å:
C: -1.1141 1.2323 -0.2604
C: 0.1564 0.9934 0.0184
C: 1.1616 0.6678 -1.0432
C: 0.7058 1.0466 1.4136
H: -1.8332 1.4723 0.5031
H: -1.4838 1.2069 -1.2725
H: 1.6564 -0.2761 -0.8169
H: 1.9234 1.4463 -1.0835
H: 0.6954 0.5950 -2.0217
H: 1.3359 0.1817 1.6082
H: -0.0934 1.0702 2.1490
H: 1.3223 1.9361 1.5389
O: -0.6109 -4.3999 0.5296
C: -1.3892 -3.9070 -0.1661
S: -2.4328 -3.2656 -1.0965

The calculation puts the largest force on an atom at 1.2 eV/A. The SMILES is C=C(C)C.O=C=S. For the total energy, the calculation gives -668.7385 a.u. The HOMO energy comes out at -9.34 eV.

***

# 5
Formula: C5H8OS
Source: the Open Molecules 2025 dataset
Level of theory: wB97M-V/def2-TZVPD

Atoms and positions in Å:
C: 0.9488 1.5348 1.8682
C: 1.5329 0.4887 1.2745
C: 1.0334 -0.1665 -0.1221
O: 0.9890 -1.4951 0.2696
C: -0.2307 0.5331 -0.4654
C: -1.4487 0.0090 0.2506
S: -1.2975 -0.3859 -1.6418
H: 1.4405 1.7665 2.9192
H: -0.0269 2.0331 1.7817
H: 2.4831 0.0252 1.6493
H: 1.6450 -0.0564 -0.9749
H: 0.0068 -1.4939 0.9432
H: -0.2132 1.5837 -0.4360
H: -1.3260 -0.8407 0.9463
H: -2.1763 0.7229 0.4474

The calculation puts the largest force on an atom at 5.7 eV/A. The SMILES is C=C[C@@H](O)[C@@H]1CS1. For the total energy, the calculation gives -668.6093 a.u. The HOMO energy comes out at -9.04 eV.

***

# 6
Formula: C5H8OS
Source: the Open Molecules 2025 dataset
Level of theory: wB97M-V/def2-TZVPD

Atoms and positions in Å:
O: 0.8428 -1.2011 -1.1846
C: 0.9626 -0.2921 -0.1269
C: 0.6395 1.0541 -0.7728
C: -0.6838 1.4610 -0.2869
C: -1.1533 0.5912 0.6381
C: -0.1179 -0.4245 0.9732
S: -0.7886 -2.1098 1.1230
H: 0.8995 -2.0828 -0.7912
H: 1.9195 -0.4311 0.3087
H: 1.4541 1.7757 -0.5871
H: 0.6016 0.9588 -1.8598
H: -1.2461 2.3527 -0.5741
H: -2.0931 0.5832 1.1528
H: 0.2537 -0.2080 1.9727
H: -1.4905 -2.0273 0.0150

The calculation puts the largest force on an atom at 2.6 eV/A. The SMILES is O[C@H]1CC=C[C@H]1S. For the total energy, the calculation gives -668.7131 a.u. The HOMO energy comes out at -9.09 eV.

***

# 7
Formula: C5H8OS
Source: the Open Molecules 2025 dataset
Level of theory: wB97M-V/def2-TZVPD

Atoms and positions in Å:
C: 0.3097 1.6284 1.5426
C: -0.1735 1.3027 -1.1569
C: 0.9270 0.2198 -0.9913
C: -0.1580 0.4944 0.1237
C: -0.5205 -2.1875 0.0639
O: 0.2183 2.7826 1.4574
S: -1.3630 -0.6668 0.6320
H: 0.4930 1.0201 2.5261
H: 0.1589 2.3378 -1.1716
H: -1.0097 0.9253 -1.8046
H: 0.7465 -0.7214 -1.4718
H: 2.0105 0.6471 -0.8072
H: -0.8777 -2.8777 0.7199
H: 0.5330 -2.1559 0.0794
H: -0.7925 -2.3223 -1.0010

The calculation puts the largest force on an atom at 8.7 eV/A. For the total energy, the calculation gives -668.4970 a.u. The HOMO energy (spin up / spin down) comes out at -5.19 / -9.27 eV. Its spin multiplicity is 3.

***

# 8
Formula: C5H8OS2
Source: the Open Molecules 2025 dataset
Level of theory: wB97M-V/def2-TZVPD

Atoms and positions in Å:
C: 0.8232 0.3295 1.3066
C: -0.5191 -0.4214 0.8153
C: -0.2031 -1.8439 0.1507
C: -0.9438 -0.1678 -0.7555
C: -0.0229 0.9160 -1.1949
H: 0.7264 0.0092 2.3571
H: 1.8030 -0.0228 0.6158
H: 0.8739 1.6472 0.9696
H: -1.3575 -0.4594 1.6011
H: 1.0329 -1.8731 0.3184
H: -0.6130 -2.8114 0.4482
H: -2.0724 0.1329 -0.8552
H: 0.3289 2.9281 -1.9472
O: -0.7375 -1.5860 -1.1380
S: -0.6026 2.6429 -0.9600
S: 1.4836 0.5801 -1.7321

The calculation puts the largest force on an atom at 4.6 eV/A. For the total energy, the calculation gives -1066.7593 a.u. The HOMO energy comes out at -8.92 eV.

***

# 9
Formula: C5H8OS2
Source: the Open Molecules 2025 dataset
Level of theory: wB97M-V/def2-TZVPD

Atoms and positions in Å:
C: 1.6986 0.5198 -0.8906
O: 0.7648 1.0383 -1.7922
C: -0.6011 0.7940 -1.4973
S: -1.0124 -0.8832 -1.2642
C: -0.6608 -1.1673 0.4851
C: -1.1874 -0.2976 1.6038
C: 0.3308 -0.4335 1.3771
S: 1.3805 0.9131 0.8428
H: 1.8614 -0.5698 -1.0833
H: 2.5995 1.0771 -1.1561
H: -0.8299 1.4450 -0.6284
H: -1.1631 1.1737 -2.3634
H: -0.6680 -2.2521 0.6356
H: -1.6721 0.6011 1.2834
H: -1.6951 -0.8597 2.4077
H: 0.8544 -1.0988 2.0399

The calculation puts the largest force on an atom at 1.9 eV/A. The SMILES is C1OCS[C@@H]2C[C@@H]2S1. For the total energy, the calculation gives -1066.8717 a.u. The HOMO energy comes out at -8.85 eV.

***

# 10
Formula: C5H8OS2
Source: the Open Molecules 2025 dataset
Level of theory: wB97M-V/def2-TZVPD

Atoms and positions in Å:
C: -0.2209 2.0372 -0.6137
C: -0.0935 0.7368 -0.3973
C: 1.0250 0.2131 0.5060
C: 2.0713 -0.5335 -0.3103
O: 1.6449 -1.6633 -0.8805
S: 3.6320 -0.0834 -0.3403
S: -1.3587 -0.3882 -1.0071
C: -2.0957 -1.0156 0.5003
H: 0.4506 2.7191 -0.1343
H: -1.0374 2.4471 -1.1967
H: 1.5253 1.1253 1.0297
H: 0.6076 -0.4484 1.2523
H: 0.6658 -1.6373 -0.9121
H: -3.0258 -1.5029 0.1462
H: -1.4370 -1.7424 1.0715
H: -2.3535 -0.2636 1.2864

The calculation puts the largest force on an atom at 2.2 eV/A. The SMILES is C=C(CC(O)=S)SC. For the total energy, the calculation gives -1066.8896 a.u. The HOMO energy comes out at -8.61 eV.

***

# 11
Formula: C5H8P2
Source: the Open Molecules 2025 dataset
Level of theory: wB97M-V/def2-TZVPD

Atoms and positions in Å:
C: -2.7782 1.3018 -0.2517
C: -1.3739 1.5878 -0.0770
C: -0.2089 1.8927 0.0006
P: 1.5122 1.9279 0.3896
P: 2.1428 0.0693 -0.6023
C: 1.4432 -1.0783 0.4070
C: 1.4935 -2.5419 0.1628
H: -2.8947 0.4725 -0.9506
H: -3.3018 2.1717 -0.6442
H: -3.2242 1.0164 0.7006
H: 1.8800 2.7282 -0.7067
H: 0.8292 -0.7722 1.2491
H: 1.7462 -3.0649 1.0846
H: 2.2196 -2.8005 -0.6029
H: 0.5150 -2.9107 -0.1588

The calculation puts the largest force on an atom at 1.1 eV/A. The SMILES is CC#C[PH]#P=CC. For the total energy, the calculation gives -877.9218 a.u. The HOMO energy comes out at -8.39 eV.

***

# 12
Formula: C5H8S
Source: the Open Molecules 2025 dataset
Level of theory: wB97M-V/def2-TZVPD

Atoms and positions in Å:
C: -2.4248 -0.4389 -0.1485
C: -1.2803 -0.5105 0.5191
C: -0.0668 -0.3866 -0.2856
C: 0.7916 0.9035 0.0639
C: 2.1464 0.1481 0.0691
H: -3.3583 -0.3628 0.3342
H: -2.5486 -0.4119 -1.1750
H: -1.3161 -0.7055 1.5708
H: -0.2347 -0.3442 -1.3434
H: 0.7266 1.6634 -0.7557
H: 0.5893 1.3640 1.0288
H: 2.7484 0.3320 -0.7760
H: 2.9558 0.2256 0.8893
S: 1.2715 -1.4762 0.0090

The calculation puts the largest force on an atom at 2.3 eV/A. For the total energy, the calculation gives -593.4313 a.u. The HOMO energy comes out at -8.50 eV.

***

# 13
Formula: C5H8S
Source: the Open Molecules 2025 dataset
Level of theory: wB97M-V/def2-TZVPD

Atoms and positions in Å:
C: 0.8316 -1.3921 0.1561
S: 2.0908 -0.0166 -0.0453
C: 0.8636 1.3283 -0.1011
C: -0.4149 0.5739 0.3837
C: -1.6825 -0.0132 -0.0798
C: -0.3669 -0.7136 -0.3409
H: 0.7238 -1.7365 1.1598
H: 1.1558 -2.1634 -0.5547
H: 0.6997 1.9068 -1.0695
H: 1.2278 2.0590 0.6972
H: -0.3401 0.4028 1.4057
H: -2.4400 -0.1376 0.7494
H: -2.1489 0.3390 -0.9684
H: -0.1996 -0.4367 -1.3925

The calculation puts the largest force on an atom at 2.7 eV/A. The SMILES is C1SC[C@H]2C[C@H]12. For the total energy, the calculation gives -593.3867 a.u. The HOMO energy comes out at -8.56 eV.

***

# 14
Formula: C5H8S
Source: the Open Molecules 2025 dataset
Level of theory: wB97M-V/def2-TZVPD

Atoms and positions in Å:
C: -0.7672 -1.3013 0.0762
C: -0.3993 -2.1817 -0.8653
C: 0.1126 -0.0981 -0.2687
C: 1.1238 0.0749 0.7611
C: -0.2934 1.3032 -0.7565
S: 0.7471 -1.2756 -1.7084
H: -1.5000 -1.4400 0.9298
H: -0.7967 -3.1465 -1.0997
H: 2.0015 0.6640 0.3988
H: 1.4037 -0.9021 1.0873
H: 0.6644 0.5583 1.6134
H: 0.3221 1.5730 -1.5703
H: -0.1942 1.9340 0.0802
H: -1.2732 1.3557 -1.2003

The calculation puts the largest force on an atom at 2.4 eV/A. For the total energy, the calculation gives -593.4327 a.u. The HOMO energy comes out at -8.01 eV.

***

# 15
Formula: C5H8S
Source: the Open Molecules 2025 dataset
Level of theory: wB97M-V/def2-TZVPD

Atoms and positions in Å:
C: -0.3770 -2.0752 -0.1676
C: -0.7611 -0.7706 -0.3340
C: 1.0718 0.2780 1.0766
C: -0.0933 0.3316 0.1246
C: -0.4043 1.6827 -0.5014
S: 2.3754 -0.1814 -0.1503
H: -0.9587 -2.8573 -0.5755
H: 0.5279 -2.4136 -0.0907
H: -1.7757 -0.6559 -0.7645
H: 1.2239 1.2310 1.5025
H: 0.8700 -0.5749 1.6881
H: -0.3870 2.3506 0.3301
H: -1.4654 1.6727 -0.8240
H: 0.1535 1.9824 -1.3138

The calculation puts the largest force on an atom at 5.8 eV/A. For the total energy, the calculation gives -593.3674 a.u. The HOMO energy (spin up / spin down) comes out at -7.94 / -7.87 eV.

***

# 16
Formula: C5H8S
Source: the Open Molecules 2025 dataset
Level of theory: wB97M-V/def2-TZVPD

Atoms and positions in Å:
C: -2.0440 1.3067 0.1555
S: -1.7685 -0.3990 -0.3976
C: -0.3096 -0.8813 0.5914
C: 0.5767 -1.9577 0.0685
C: 1.0710 -0.7232 0.0940
C: 1.9719 0.1582 -0.6430
H: -2.7426 1.8096 -0.4302
H: -1.0505 1.8103 0.0147
H: -2.4063 1.3974 1.2616
H: -0.3611 -0.9124 1.7330
H: 0.5070 -3.0204 -0.1603
H: 1.4278 0.7348 -1.3522
H: 2.8863 -0.2372 -1.0381
H: 2.2420 0.9142 0.1026

The calculation puts the largest force on an atom at 4.1 eV/A. The SMILES is CS[C@H]1C=C1C. For the total energy, the calculation gives -593.3844 a.u. The HOMO energy comes out at -8.41 eV.

***

# 17
Formula: C5H9AgO5
Source: the Open Molecules 2025 dataset
Level of theory: wB97M-V/def2-TZVPD

Atoms and positions in Å:
C: -2.8604 0.9533 0.7051
C: -1.3862 0.9607 1.0413
O: -0.7637 -0.1833 0.4645
Ag: -2.1729 -2.0550 0.4119
H: -3.3166 1.9162 0.9668
H: -3.0205 0.7955 -0.3730
H: -3.3900 0.1753 1.2786
H: -1.2330 0.9672 2.1323
H: -0.9059 1.8711 0.6439
C: 0.7375 0.0123 0.0245
C: 1.0626 -1.2798 -0.7139
O: 2.4480 -1.4890 -0.8088
C: 3.1357 -0.6713 -1.7018
O: 2.9491 0.5594 -1.5392
O: 3.6399 -1.2676 -2.6567
O: 1.5025 0.1268 1.1727
H: 0.6610 0.9212 -0.5867
H: 0.6240 -1.2375 -1.7208
H: 0.6472 -2.1247 -0.1440
H: 1.6416 1.0491 1.4031

The calculation puts the largest force on an atom at 3.5 eV/A. For the total energy, the calculation gives -718.9524 a.u. The HOMO energy comes out at -6.92 eV.

***

# 18
Formula: C5H9BO11S2Tb
Source: the Open Molecules 2025 dataset
Level of theory: wB97M-V/def2-TZVPD

Atoms and positions in Å:
O: -2.5892 2.4446 0.3563
C: -1.7628 1.6640 1.0561
O: -0.8984 2.2959 2.1069
C: -1.6001 0.0291 0.8818
C: -0.4377 -0.4467 -0.1526
C: 0.7670 -1.4511 0.2854
S: 0.5253 -2.4022 1.8730
O: 0.5662 -1.4216 3.1058
O: -0.7234 -3.3135 1.9194
O: -1.2025 -1.3009 -1.1218
S: -1.7732 -0.1823 -2.3252
O: -3.1614 0.4964 -2.0102
O: -1.9861 -0.8263 -3.7280
O: -0.7138 1.1416 -2.1509
C: 0.2908 0.6221 -1.1641
O: 0.9658 1.8133 -0.6310
B: 2.4217 1.7939 -0.8591
O: 3.1345 1.2224 -2.0166
O: 3.2677 2.4418 0.2044
H: -0.0290 2.5668 1.6784
H: -1.5481 -0.4112 1.9627
H: -2.6406 -0.3437 0.4299
H: 1.8436 -0.9472 0.3403
H: 0.8650 -2.2661 -0.5819
H: 1.6646 -3.2466 2.0417
H: 0.9026 -0.1179 -1.8737
H: 3.7162 0.4891 -1.6122
H: 2.7529 2.3536 1.0816
Tb: -2.6174 -2.6974 0.9037

As for the total charge: +3. The calculation puts the largest force on an atom at 12.4 eV/A. For the total energy, the calculation gives -2667.7602 a.u. The HOMO energy (spin up / spin down) comes out at -20.20 / -20.20 eV. Its spin multiplicity is 7.

***

# 19
Formula: C5H9Br
Source: the Open Molecules 2025 dataset
Level of theory: wB97M-V/def2-TZVPD

Atoms and positions in Å:
C: 0.5304 -0.3350 -1.8264
C: 0.9770 0.3581 -0.7774
C: 0.3177 0.0360 0.5062
C: -0.4360 -1.3148 0.6101
C: -0.6882 1.1551 0.7258
Br: 1.8418 0.3610 1.9235
H: 0.7899 0.0877 -2.7494
H: -0.2260 -1.0055 -1.6818
H: 1.5060 1.3224 -0.8865
H: -1.0045 -1.4864 1.5153
H: -1.1964 -1.2553 -0.2109
H: 0.2590 -2.1545 0.4561
H: -1.0380 1.0921 1.7095
H: -0.1225 2.1189 0.6385
H: -1.5101 1.0202 0.0475

The calculation puts the largest force on an atom at 3.5 eV/A. The SMILES is C=CC(C)(C)Br. For the total energy, the calculation gives -2769.8763 a.u. The HOMO energy comes out at -9.72 eV.

***

# 20
Formula: C5H9Br2P
Source: the Open Molecules 2025 dataset
Level of theory: wB97M-V/def2-TZVPD

Atoms and positions in Å:
C: 0.4548 1.9763 -1.4718
C: 0.8401 0.7805 -1.0350
C: 0.5299 -1.7393 -0.5772
C: -0.0074 0.1518 2.4588
C: -0.0005 -0.3339 -0.8293
P: -1.7869 -0.0340 -0.9383
Br: -2.7761 -1.6960 0.1062
Br: -2.1812 1.5640 0.6067
H: 1.1125 2.8065 -1.5997
H: -0.6556 2.1322 -1.7029
H: 1.8556 0.5122 -1.0926
H: 0.8530 -2.0088 0.4556
H: -0.2087 -2.5042 -0.8295
H: 1.5692 -1.8447 -1.1429
H: 0.5071 -0.7203 1.9800
H: -0.7768 0.0116 3.1935
H: 0.6712 0.9461 2.4186

The calculation puts the largest force on an atom at 3.0 eV/A. For the total energy, the calculation gives -5685.1703 a.u. The HOMO energy (spin up / spin down) comes out at -7.93 / -8.40 eV.